1.
Here is a 2-piece molecular cluster, C10H21B2NO7 overall in a non-equilibrium geometry from OMol25. Energies are from the ωB97M-V functional and the def2-TZVPD basis.

The frontier orbital gap comes out at 4.003 eV. The net charge is 0. For the HOMO energy, the calculation gives -0.2073 hartree.

The geometry in XYZ format:
```
41
C10H21B2NO7 | OMol25 | the ωB97M-V functional and the def2-TZVPD basis
C -0.09546 -3.42296 1.17842
C -1.27488 -2.94454 0.66958
B -1.80055 -1.45169 1.04992
O -3.03746 -1.21397 1.84640
C -3.13085 0.16089 1.81441
C -2.42718 0.67277 0.43420
C -1.15280 1.51959 0.73269
C -1.09555 2.85503 0.02433
O 0.27368 3.39867 -0.05975
C 1.03498 3.16672 1.01878
O 0.90930 3.67893 2.10162
B -3.66570 1.31785 -0.26637
O -4.03124 2.65105 -0.08642
O -4.44083 0.53162 -1.10943
O -1.95473 -0.54828 -0.09443
H -0.02319 -3.72036 2.22151
H 0.82876 -3.46046 0.61455
H -1.84508 -3.52669 -0.06267
H -0.88279 -0.96544 1.76870
H -2.70977 0.61065 2.71776
H -4.21166 0.39341 1.78049
H -1.05098 1.62182 1.80748
H -0.32130 0.91263 0.38716
H -1.66632 3.58720 0.58419
H -1.44846 2.82239 -0.99705
H 1.87410 2.47007 0.84221
H -4.60428 2.80025 0.66572
H -5.25196 0.30098 -0.65171
C 1.98324 -0.73694 -2.11769
C 2.83121 -1.54190 -1.19368
O 2.54747 -2.56226 -0.67658
N 4.21753 -1.01335 -0.84238
C 5.24614 -1.25552 -1.92390
H 0.93900 -0.94418 -1.88310
H 2.16708 0.33247 -1.99653
H 2.19012 -1.02043 -3.15105
H 4.15356 -0.01431 -0.64054
H 4.46312 -1.53332 0.00261
H 5.89679 -0.38931 -1.98011
H 4.74476 -1.40562 -2.87456
H 5.82218 -2.13344 -1.65481
```

Atom charges from the natural (NBO) analysis, given in e for atoms 1 to 6: atom 1 (C): -0.44, atom 2 (C): -0.39, atom 3 (B): 0.58, atom 4 (O): -0.71, atom 5 (C): -0.04, atom 6 (C): -0.13

2.
Here is C10H21Cl3NO4S2 as an isolated structure from OMol25. Energies are from the ωB97M-V functional and the def2-TZVPD basis.

The frontier orbital gap comes out at 8.200 eV. The net charge is -1. For the HOMO energy, the calculation gives -0.2043 hartree.

The geometry in XYZ format:
```
41
C10H21Cl3NO4S2 | OMol25 | the ωB97M-V functional and the def2-TZVPD basis
C 4.48046 -1.40185 1.16900
C 3.97562 0.03989 1.22996
C 5.05898 0.96306 1.79560
C 3.50878 0.58127 -0.12947
C 2.60076 -0.34495 -0.94659
S 1.06135 0.43064 -1.40672
O 1.39254 1.66212 -2.09684
O 0.32365 -0.55316 -2.18248
N 0.48694 0.66376 0.05883
S -0.95497 1.26228 0.32058
O -1.65564 1.65334 -0.88589
O -0.90656 2.23202 1.39582
C -1.83144 -0.14151 1.00583
C -3.32218 0.15256 1.19608
C -4.09046 -0.12424 -0.09017
C -3.86781 -0.67695 2.36838
H 4.96043 -1.68355 2.10968
H 3.66926 -2.11046 0.99619
H 5.20522 -1.52631 0.35724
H 3.11569 0.08643 1.90704
H 4.64857 1.93139 2.08640
H 5.53845 0.51317 2.66976
H 5.84257 1.12824 1.04907
H 4.39083 0.84562 -0.72272
H 2.96647 1.51351 0.04348
H 2.31566 -1.24893 -0.41109
H 3.05518 -0.64455 -1.89258
H -1.67925 -1.00645 0.35759
H -1.34908 -0.31908 1.96930
H -3.41470 1.21390 1.44491
H -5.16806 -0.09788 0.09896
H -3.84560 0.60511 -0.85950
H -3.84676 -1.12206 -0.47053
H -3.61737 -0.22002 3.32863
H -4.95510 -0.77779 2.31531
H -3.44087 -1.68451 2.35623
C -4.10634 -0.29604 -4.40131
Cl -5.38234 0.45106 -3.42515
Cl -2.55891 -0.18901 -3.60257
Cl -4.53237 -1.98615 -4.75813
H -4.07163 0.22606 -5.34815
```

Atom charges from the natural (NBO) analysis, given in e for atoms 1 to 6: atom 1 (C): -0.61, atom 2 (C): -0.22, atom 3 (C): -0.60, atom 4 (C): -0.41, atom 5 (C): -0.66, atom 6 (S): 2.33

3.
Here is a 3-piece molecular cluster, C10H21ClNO3 overall in a non-equilibrium geometry from OMol25. Energies are from the ωB97M-V functional and the def2-TZVPD basis.

The frontier orbital gap comes out at 3.323 eV. The net charge is -1. For the HOMO energy, the calculation gives -0.0930 hartree.

The geometry in XYZ format:
```
36
C10H21ClNO3 | OMol25 | the ωB97M-V functional and the def2-TZVPD basis
C -4.24186 2.35725 -1.89998
C -2.72011 2.43926 -1.58957
C -2.29041 1.30041 -0.70917
N -0.81548 1.11376 -0.58690
C -0.22035 0.67683 -1.90614
C 1.21771 0.18614 -1.86316
C 1.37181 -0.88464 -0.78142
C 0.86128 -0.39947 0.55532
C -0.55694 0.09149 0.51230
C -0.14075 2.38104 -0.19175
H -4.59497 3.34600 -2.18520
H -4.77122 2.01853 -1.00679
H -4.49225 1.69050 -2.72419
H -2.58750 3.45404 -1.21971
H -2.26947 2.39899 -2.58449
H -2.71648 0.35269 -1.03892
H -2.66609 1.45264 0.30592
H -0.89781 -0.08406 -2.29886
H -0.30843 1.52403 -2.58629
H 1.41006 -0.26211 -2.83826
H 1.93543 0.99057 -1.69843
H 0.92025 -1.82071 -1.11434
H 2.43007 -1.11018 -0.64228
H 0.91280 -1.22803 1.25544
H 1.52077 0.34702 1.00481
H -1.30388 -0.69963 0.44508
H -0.78314 0.63113 1.43497
H 0.91542 2.16058 -0.07788
H -0.57991 2.79549 0.70883
H -0.17834 3.07684 -1.02785
Cl 1.95345 -3.43367 2.23522
O 4.83845 -4.52351 4.19278
C 4.97095 -5.66337 5.01617
O 3.88582 -6.23336 5.29945
O 6.12086 -5.98041 5.37392
H 3.87028 -4.46208 4.23138
```

Atom charges from the natural (NBO) analysis, given in e for atoms 1 to 6: atom 1 (C): -0.59, atom 2 (C): -0.44, atom 3 (C): -0.21, atom 4 (N): -0.21, atom 5 (C): -0.21, atom 6 (C): -0.43

4.
Here is C10H21F5IOP2Sm as an isolated structure in a non-equilibrium geometry from OMol25. Energies are from the ωB97M-V functional and the def2-TZVPD basis.

As for the multiplicity: 6. The frontier orbital gap (alpha / beta) comes out at 6.999 / 7.930 eV. The net charge is +2. Its expectation value of S² is 8.81. For the HOMO energy (alpha / beta), the calculation gives -0.5862 / -0.5890 hartree.

The geometry in XYZ format:
```
41
C10H21F5IOP2Sm | OMol25 | the ωB97M-V functional and the def2-TZVPD basis
C 0.74318 3.22102 -3.21381
I 0.71620 2.87350 -1.00610
H 0.53523 4.28357 -3.40727
H -0.02769 2.58055 -3.63947
H 1.72871 2.96069 -3.61374
Sm 0.05985 0.05532 -0.13115
P -2.72552 0.47699 -0.29220
C -3.42368 -0.47117 -1.69861
C -3.95871 0.08252 0.98198
H -4.96675 0.21021 0.56341
H -4.33619 2.14257 -1.00721
H -3.81936 0.75992 1.83439
H -3.08741 2.82858 0.09844
H -3.27781 -1.54068 -1.50614
H -3.81888 -0.95517 1.30763
C -3.26730 2.16361 -0.75531
H -4.49444 -0.23757 -1.77740
H -2.68608 2.50348 -1.61890
H -2.90417 -0.18836 -2.62148
P 2.66700 0.18431 1.12537
C 3.83089 -0.91588 0.23522
C 3.64816 1.73370 1.08345
H 2.52600 0.36249 3.53636
H 4.07347 -0.39899 3.02184
H 2.54543 -1.34178 2.97733
C 2.99007 -0.34827 2.83890
H 3.16879 2.46491 1.74555
H 4.67899 1.54427 1.41518
H 4.82044 -0.86514 0.70625
H 3.90154 -0.59854 -0.81038
H 3.65508 2.11103 0.05564
H 3.44643 -1.93975 0.28134
C -0.07894 -1.72311 -1.74211
O -0.17823 -2.51310 -2.58454
F -2.04572 -2.76648 0.39044
C -0.83673 -2.22664 0.81177
F -1.09829 -1.69591 2.08359
C 0.09374 -3.41693 1.02369
F -0.35966 -4.19929 2.03351
F 0.19165 -4.16689 -0.09851
F 1.37074 -3.03356 1.37305
```

Atom charges from the natural (NBO) analysis, given in e for atoms 1 to 6: atom 1 (C): -0.61, atom 2 (I): 0.14, atom 3 (H): 0.27, atom 4 (H): 0.23, atom 5 (H): 0.25, atom 6 (Sm): 1.63

5.
Here is C10H21HfN5O3 as an isolated structure in a non-equilibrium geometry from OMol25. Energies are from the ωB97M-V functional and the def2-TZVPD basis.

The frontier orbital gap comes out at 9.680 eV. The net charge is +2. For the HOMO energy, the calculation gives -0.6083 hartree.

The geometry in XYZ format:
```
40
C10H21HfN5O3 | OMol25 | the ωB97M-V functional and the def2-TZVPD basis
Hf 0.30672 -0.26574 -0.50256
C -2.37792 -1.18510 0.16360
C -2.55588 0.32482 0.37485
N -1.40554 1.06693 -0.19933
C -0.88470 2.14489 0.66866
C -0.23570 1.55341 1.93107
N 0.67154 0.42692 1.57599
C 0.48521 -0.79139 2.40478
C -0.82166 -1.53933 2.07510
N -1.03588 -1.64264 0.61128
H -2.46787 -1.41383 -0.90700
H -3.18346 -1.71296 0.69168
H -2.64705 0.56661 1.43642
H -3.49550 0.62830 -0.09796
H -1.70777 1.48762 -1.08470
H -1.67730 2.84604 0.96182
H -0.12932 2.70597 0.09971
H -0.99186 1.20658 2.63953
H 0.31037 2.35729 2.43365
H 1.62502 0.75026 1.75322
H 0.48610 -0.54892 3.47632
H 1.34130 -1.45233 2.21851
H -1.67718 -1.04510 2.54206
H -0.75794 -2.52982 2.53512
H -0.96720 -2.62333 0.32587
N 2.08502 -1.60091 -0.57358
C 3.12998 -0.55193 -0.79631
C 2.59213 0.34479 -1.94710
O 3.14094 0.38550 -3.01363
N 1.41454 0.95622 -1.60184
C 0.58668 1.27890 -2.76591
C -0.50991 0.19770 -2.91056
O -1.50027 0.35019 -3.56297
O -0.30196 -0.87528 -2.15011
H 1.98520 -2.07933 -1.48476
H 2.47072 -2.32250 0.04869
H 3.29975 0.03370 0.11619
H 4.07942 -0.98820 -1.12999
H 0.11839 2.26492 -2.67908
H 1.20281 1.29108 -3.67675
```

Atom charges from the natural (NBO) analysis, given in e for atoms 1 to 6: atom 1 (Hf): 2.49, atom 2 (C): -0.25, atom 3 (C): -0.25, atom 4 (N): -0.75, atom 5 (C): -0.24, atom 6 (C): -0.25

6.
Here is an isolated molecule of C10H21N5O4 in a non-equilibrium geometry from OMol25. Energies are from the ωB97M-V functional and the def2-TZVPD basis.

The frontier orbital gap comes out at 9.652 eV. The net charge is 0. The SMILES is [H]/N=C(/N)NCCC[C@H](NC(=O)[C@@H](N)[C@@H](C)O)C(=O)O. For the HOMO energy, the calculation gives -0.3383 hartree.

The geometry in XYZ format:
```
40
C10H21N5O4 | OMol25 | the ωB97M-V functional and the def2-TZVPD basis
H -0.25551 -0.80779 -1.93806
N -0.43326 -0.24495 -2.89834
C -1.17599 0.79279 -2.63110
N -1.35719 1.66633 -3.74082
N -1.51781 1.21930 -1.38594
C -1.20721 2.57563 -0.93649
C 0.32120 2.73824 -0.66282
C 0.86675 1.92166 0.45136
C 1.23597 0.44470 0.00456
N 1.57760 -0.35890 1.07541
C 0.74080 -1.03947 1.89554
O 1.16175 -1.75390 2.75216
C -0.78126 -1.01608 1.60712
N -1.07272 -1.40773 0.20869
C -1.44824 -1.90043 2.71268
C -2.98167 -1.87102 2.54846
O -1.05052 -3.24988 2.63794
C 2.43136 0.49810 -0.94514
O 3.52999 0.29436 -0.54323
O 2.35744 0.89909 -2.22648
H -2.28254 2.05692 -3.78558
H -1.25215 1.16244 -4.60722
H -1.44250 0.41657 -0.77574
H -1.77153 2.98196 -0.12397
H -1.45063 3.17209 -1.77733
H 0.92959 2.61072 -1.56872
H 0.41358 3.79212 -0.39318
H 0.07857 1.81076 1.27868
H 1.76055 2.40444 0.91506
H 0.41447 -0.06229 -0.61879
H 2.53117 -0.25909 1.39624
H -1.23438 -0.00682 1.75997
H -0.73176 -2.34466 -0.07315
H -2.07415 -1.64451 0.21990
H -1.17452 -1.43205 3.64333
H -3.34719 -2.66750 1.91469
H -3.34814 -2.12312 3.59382
H -3.47818 -0.90330 2.41630
H -0.16890 -3.26228 3.08274
H 1.50832 0.60504 -2.60011
```

Atom charges from the natural (NBO) analysis, given in e for atoms 1 to 6: atom 1 (H): 0.34, atom 2 (N): -0.81, atom 3 (C): 0.59, atom 4 (N): -0.83, atom 5 (N): -0.67, atom 6 (C): -0.21

Repeat the fourth record exactly.
Here is C10H21F5IOP2Sm as an isolated structure in a non-equilibrium geometry from OMol25. Energies are from the ωB97M-V functional and the def2-TZVPD basis.

As for the multiplicity: 6. The frontier orbital gap (alpha / beta) comes out at 6.999 / 7.930 eV. The net charge is +2. Its expectation value of S² is 8.81. For the HOMO energy (alpha / beta), the calculation gives -0.5862 / -0.5890 hartree.

The geometry in XYZ format:
```
41
C10H21F5IOP2Sm | OMol25 | the ωB97M-V functional and the def2-TZVPD basis
C 0.74318 3.22102 -3.21381
I 0.71620 2.87350 -1.00610
H 0.53523 4.28357 -3.40727
H -0.02769 2.58055 -3.63947
H 1.72871 2.96069 -3.61374
Sm 0.05985 0.05532 -0.13115
P -2.72552 0.47699 -0.29220
C -3.42368 -0.47117 -1.69861
C -3.95871 0.08252 0.98198
H -4.96675 0.21021 0.56341
H -4.33619 2.14257 -1.00721
H -3.81936 0.75992 1.83439
H -3.08741 2.82858 0.09844
H -3.27781 -1.54068 -1.50614
H -3.81888 -0.95517 1.30763
C -3.26730 2.16361 -0.75531
H -4.49444 -0.23757 -1.77740
H -2.68608 2.50348 -1.61890
H -2.90417 -0.18836 -2.62148
P 2.66700 0.18431 1.12537
C 3.83089 -0.91588 0.23522
C 3.64816 1.73370 1.08345
H 2.52600 0.36249 3.53636
H 4.07347 -0.39899 3.02184
H 2.54543 -1.34178 2.97733
C 2.99007 -0.34827 2.83890
H 3.16879 2.46491 1.74555
H 4.67899 1.54427 1.41518
H 4.82044 -0.86514 0.70625
H 3.90154 -0.59854 -0.81038
H 3.65508 2.11103 0.05564
H 3.44643 -1.93975 0.28134
C -0.07894 -1.72311 -1.74211
O -0.17823 -2.51310 -2.58454
F -2.04572 -2.76648 0.39044
C -0.83673 -2.22664 0.81177
F -1.09829 -1.69591 2.08359
C 0.09374 -3.41693 1.02369
F -0.35966 -4.19929 2.03351
F 0.19165 -4.16689 -0.09851
F 1.37074 -3.03356 1.37305
```

Atom charges from the natural (NBO) analysis, given in e for atoms 1 to 6: atom 1 (C): -0.61, atom 2 (I): 0.14, atom 3 (H): 0.27, atom 4 (H): 0.23, atom 5 (H): 0.25, atom 6 (Sm): 1.63